C27H31F5GeN3OV as an isolated structure, computed with ωB97M-V/def2-TZVPD.

Frontier orbital gap (alpha / beta) in eV: 7.85 / 7.36
Spin multiplicity: 2
Total charge: +1
⟨S²⟩: 0.8235
Lowest unoccupied orbital energy (alpha / beta) in eV: -4.555 / -4.432

Last column: Löwdin charge in e.
Element x y z (Å)
1 V 0.3019 1.5057 -0.7546  0.868
2 O 1.7935 1.4122 -1.6897  -0.354
3 N 2.6367 0.9996 -2.6448  0.109
4 C 3.8505 1.3047 -2.3590  -0.246
5 C 4.1614 2.0027 -1.1283  -0.114
6 N 4.2881 2.5738 -0.1411  0.217
7 C 4.8908 0.9308 -3.2699  -0.133
8 N 5.7496 0.6358 -3.9700  0.216
9 C -1.2574 3.5862 1.9712  0.000
10 C 0.2156 3.5854 1.7511  -0.266
11 C 0.9592 4.7322 2.3439  0.005
12 C 0.8600 2.6520 0.8920  -0.188
13 C 1.0215 1.8406 2.2443  -0.236
14 C 2.2764 1.8534 2.8661  -0.008
15 C 2.5436 0.9669 3.8915  -0.033
16 C 1.5579 0.0865 4.3269  -0.030
17 C 0.3042 0.0829 3.7290  -0.041
18 C 0.0330 0.9575 2.6921  -0.053
19 H -1.6230 4.4717 1.4372  0.124
20 H -1.5243 3.7188 3.0185  0.115
21 H -1.7588 2.7203 1.5480  0.063
22 H 0.6454 5.6229 1.7881  0.120
23 H 2.0371 4.6381 2.2482  0.095
24 H 0.6800 4.8949 3.3847  0.112
25 H 1.8654 2.9923 0.6242  0.078
26 H 3.0512 2.5246 2.5176  0.115
27 H 3.5204 0.9591 4.3549  0.120
28 H 1.7691 -0.5971 5.1383  0.119
29 H -0.4585 -0.6059 4.0675  0.120
30 H -0.9375 0.9400 2.2185  0.094
31 C -0.2701 -3.4835 -4.2780  -0.105
32 C 0.0603 -1.9968 -4.3266  -0.259
33 C -0.0861 -1.2916 -2.9773  -0.305
34 C 0.8993 -1.7908 -1.9211  -0.342
35 Ge 0.5970 -0.9731 -0.1699  0.938
36 C -0.8582 -1.9101 0.7440  -0.349
37 C -0.3302 -3.2329 1.3051  -0.306
38 C -1.4250 -4.0614 1.9719  -0.276
39 C -0.8994 -5.3705 2.5448  -0.109
40 H -0.2240 -3.9240 -5.2732  0.075
41 H -1.2779 -3.6470 -3.8889  0.078
42 H 0.4275 -4.0362 -3.6474  0.066
43 H -0.5972 -1.5032 -5.0463  0.109
44 H 1.0810 -1.8521 -4.6931  0.113
45 H -1.1134 -1.4200 -2.6147  0.106
46 H 0.0568 -0.2150 -3.1366  0.074
47 H 1.9286 -1.6371 -2.2456  0.064
48 H 0.7712 -2.8643 -1.7581  0.061
49 H 1.8595 -0.9147 0.7202  -0.017
50 H -1.6454 -2.0854 0.0065  0.075
51 H -1.2986 -1.3069 1.5388  0.040
52 H 0.4656 -3.0337 2.0321  0.104
53 H 0.1315 -3.8287 0.5108  0.105
54 H -2.2134 -4.2636 1.2412  0.113
55 H -1.8891 -3.4654 2.7642  0.108
56 H -0.4601 -5.9909 1.7615  0.076
57 H -1.6946 -5.9458 3.0175  0.073
58 H -0.1277 -5.1878 3.2952  0.073
59 F -0.8100 2.3601 -3.1731  0.071
60 C -1.8930 1.9559 -2.4738  -0.237
61 C -1.6953 1.4709 -1.1837  -0.104
62 C -2.8321 1.0776 -0.4949  -0.232
63 F -2.7219 0.6383 0.7748  0.064
64 C -4.0943 1.1367 -1.0472  -0.136
65 F -5.1683 0.7562 -0.3660  0.144
66 C -4.2401 1.6175 -2.3474  -0.115
67 F -5.4439 1.6847 -2.8850  0.166
68 C -3.1349 2.0376 -3.0734  -0.137
69 F -3.2872 2.5076 -4.3036  0.150

***

C27H31FMnNO6P as an isolated structure, computed with ωB97M-V/def2-TZVPD.

Frontier orbital gap (alpha / beta) in eV: 5.61 / 6.01
Spin multiplicity: 5
Total charge: +1
⟨S²⟩: 6.0461
Lowest unoccupied orbital energy (alpha / beta) in eV: -4.177 / -3.717

Last column: Löwdin charge in e.
Element x y z (Å)
1 Mn 0.2881 -0.9893 -0.0250  1.127
2 C -2.4009 5.7379 -1.2314  -0.030
3 C -1.1764 5.8163 -0.3226  -0.294
4 C -0.1322 6.7664 -0.9047  -0.133
5 C 1.0631 6.8400 0.0353  -0.119
6 C 1.6314 5.4637 0.2020  -0.124
7 C 2.9645 5.2774 0.5075  0.078
8 C 3.4855 3.9908 0.6206  -0.242
9 F 4.7712 3.8359 0.9640  0.091
10 C 2.7112 2.8820 0.3809  0.079
11 C 1.3529 3.0470 0.0854  -0.036
12 C 0.5154 1.8811 -0.1345  -0.228
13 O 1.0162 0.7270 -0.3222  -0.075
14 C -0.8831 2.1265 -0.0921  -0.005
15 C -1.3595 3.4113 -0.0779  0.059
16 N -0.5736 4.4909 -0.1334  0.043
17 C 0.7899 4.3446 0.0334  -0.056
18 C -1.8720 0.9863 -0.0932  -0.534
19 O -3.0554 1.1968 -0.2544  0.107
20 O -1.3521 -0.1864 0.0902  -0.193
21 H -2.6791 6.7393 -1.5465  0.092
22 H -3.2595 5.3079 -0.7263  0.081
23 H -2.1846 5.1476 -2.1185  0.102
24 H -1.4807 6.1946 0.6627  0.166
25 H -0.5761 7.7535 -1.0272  0.130
26 H 0.1922 6.4118 -1.8862  0.140
27 H 0.7468 7.2259 1.0089  0.136
28 H 1.8286 7.5132 -0.3527  0.130
29 H 3.6123 6.1238 0.6785  0.141
30 H 3.1274 1.8887 0.4413  0.132
31 H -2.4289 3.5467 -0.0415  0.146
32 C -3.8922 -3.2851 0.3945  -0.258
33 P -2.3622 -2.6547 -0.4107  0.946
34 C -3.0414 -1.9581 -1.9750  -0.250
35 C -1.5013 -4.1488 -0.9800  -0.399
36 C -0.4503 -3.9617 -1.8727  -0.130
37 C 0.2507 -5.0465 -2.3607  -0.083
38 C -0.0466 -6.3217 -1.8979  -0.086
39 C -1.0514 -6.5035 -0.9627  -0.080
40 C -1.7841 -5.4216 -0.5059  -0.097
41 H -3.6377 -3.8031 1.3173  0.036
42 H -4.4298 -3.9552 -0.2780  0.050
43 H -4.5220 -2.4303 0.6349  0.043
44 H -3.6376 -2.7030 -2.5015  0.049
45 H -2.2249 -1.6215 -2.6122  0.033
46 H -3.6620 -1.1011 -1.7170  0.034
47 H -0.1865 -2.9432 -2.1664  0.089
48 H 1.0250 -4.9106 -3.1006  0.105
49 H 0.5163 -7.1730 -2.2504  0.104
50 H -1.2664 -7.4902 -0.5805  0.107
51 H -2.5787 -5.5626 0.2094  0.093
52 C 4.3324 -1.9734 0.4711  0.062
53 C 2.8374 -2.1066 0.5656  -0.456
54 O 2.4330 -2.6631 1.6644  0.083
55 O 2.1029 -1.6930 -0.3398  -0.001
56 H 4.8078 -2.9317 0.6688  0.105
57 H 4.6714 -1.2726 1.2334  0.106
58 H 4.6062 -1.5990 -0.5117  0.099
59 C 0.9259 -4.5258 1.8813  0.032
60 C 0.9827 -2.9957 1.9941  -0.598
61 C 0.8524 -2.5165 3.4470  0.021
62 O 0.1117 -2.3750 1.1933  -0.228
63 H 1.6575 -4.9784 2.5439  0.096
64 H 1.1229 -4.8291 0.8563  0.088
65 H -0.0699 -4.8494 2.1655  0.096
66 H 1.7239 -2.8130 4.0236  0.094
67 H -0.0413 -2.9504 3.8825  0.096
68 H 0.7453 -1.4307 3.4541  0.091

***

Across the entries above, energy takes the values -130797.623 -85600.782 eV, respectively.
Across the entries above, ΔE to the lowest compared entry with this formula, charge and spin takes the values 1.655 2.237 eV, respectively.